# C15H14N4OS2

A single C15H14N4OS2 molecule (the ωB97M-V functional and the def2-TZVPD basis, OMol25).

```
36
Properties=species:S:1:pos:R:3:forces:R:3:nbo_charge:R:1
O 0.9174 -3.4997 -0.3696 0.14 -0.16 -0.20 -0.591
C 0.2714 -2.5764 -0.8068 -0.28 -0.01 -0.34 0.715
N -0.8252 -2.0789 -0.1711 -0.27 0.02 -0.23 -0.629
C -1.1608 -2.4715 1.0986 0.43 -0.65 0.39 0.219
N -2.1298 -1.9466 1.7688 -0.18 0.57 -0.70 -0.483
C -2.2364 -2.5285 2.9898 0.22 -0.43 0.40 -0.047
C -1.3381 -3.5102 3.2467 0.01 0.07 -0.16 -0.484
S -0.2795 -3.7420 1.8994 -0.49 0.28 0.37 0.450
H -1.2352 -4.1009 4.1333 0.00 -0.12 0.23 0.235
H -3.0069 -2.1822 3.6542 -0.10 0.00 0.19 0.206
H -1.3217 -1.2797 -0.5440 0.14 -0.07 0.05 0.427
C 0.5416 -1.9882 -2.1795 0.29 0.33 -0.01 -0.606
H 1.5824 -2.1751 -2.4430 -0.12 -0.10 0.11 0.258
H -0.1107 -2.4606 -2.9164 0.02 0.01 0.03 0.254
S 0.2125 -0.2082 -2.2964 -0.26 -0.05 -0.39 0.232
C 1.1977 0.2922 -0.9435 0.05 -0.28 0.02 0.185
N 1.5795 -0.5212 0.0071 -0.09 -0.04 -0.30 -0.499
C 2.3183 0.2387 0.8569 0.14 0.37 0.02 -0.058
C 2.3705 1.5238 0.4039 0.21 -0.04 0.35 -0.109
N 1.6551 1.5527 -0.7653 0.16 -0.44 0.01 -0.348
C 1.3825 2.7086 -1.5849 -0.21 0.33 -0.06 -0.246
C 0.2623 3.5265 -0.9898 0.06 0.09 -0.08 0.046
C 0.5293 4.6927 -0.2871 0.01 -0.07 -0.09 -0.238
C -0.5030 5.4127 0.2892 -0.02 0.07 0.07 -0.201
C -1.8081 4.9667 0.1741 -0.02 0.06 0.04 -0.210
C -2.0800 3.8007 -0.5221 -0.07 -0.07 -0.02 -0.185
C -1.0496 3.0839 -1.1025 0.07 0.06 -0.02 -0.240
H -1.2579 2.1765 -1.6514 -0.08 -0.09 -0.04 0.214
H -3.0968 3.4496 -0.6143 -0.09 -0.03 -0.01 0.216
H -2.6128 5.5274 0.6256 -0.07 0.04 0.03 0.217
H -0.2864 6.3217 0.8303 0.01 0.07 0.05 0.216
H 1.5474 5.0439 -0.1943 0.11 0.03 0.00 0.209
H 1.1034 2.3499 -2.5807 0.16 0.09 0.08 0.228
H 2.2962 3.3054 -1.6581 -0.11 -0.11 -0.08 0.218
H 2.8431 2.3997 0.7963 0.08 0.22 0.08 0.219
H 2.7582 -0.1984 1.7292 0.16 0.03 0.23 0.214
```
Positions in Å, forces in eV/Å.

Calculated values
**E**: -45461.18218 eV
**Relative energy (zero: lowest compared OMol25 entry of this formula, charge and spin)**: 3.17 kcal/mol
**Structure (SMILES)**: O=C(CSc1nccn1Cc1ccccc1)Nc1nccs1
**HOMO**: -8.2 eV
**Frontier orbital gap**: 8.685 eV
**LUMO energy**: 0.47 eV

# C15H14O6

A single C15H14O6 molecule in a non-equilibrium geometry (the ωB97M-V functional and the def2-TZVPD basis, OMol25).

```
35
Properties=species:S:1:pos:R:3:forces:R:3:nbo_charge:R:1
C -0.6746 -4.3746 3.8641 0.32 -0.17 0.11 -0.259
H -1.4576 -5.0460 4.2063 0.03 0.04 -0.02 0.195
H -0.0146 -4.8821 3.1574 -0.06 0.01 0.08 0.194
H -0.0776 -4.0183 4.7063 -0.05 -0.07 -0.06 0.194
O -1.3346 -3.2880 3.2310 -0.27 0.33 -0.20 -0.506
C -0.5253 -2.3285 2.7419 0.37 -0.11 0.09 0.749
O 0.6768 -2.3617 2.8266 -0.15 0.06 -0.04 -0.580
C -1.3055 -1.2677 2.1075 -1.07 -0.15 0.00 0.115
C -2.6626 -1.1121 1.9470 0.87 -0.26 0.18 -0.224
C -2.8404 0.1004 1.2571 0.58 0.40 -0.11 -0.306
C -1.5831 0.6055 1.0475 -0.95 0.15 0.07 0.331
O -0.6556 -0.2181 1.5537 0.46 -0.08 0.08 -0.370
C -1.1122 1.8182 0.3191 -0.11 -0.31 -0.10 -0.549
H -0.1443 2.1061 0.7146 -0.04 0.12 0.01 0.244
C -1.0331 1.4187 -1.1576 0.10 0.26 0.07 0.610
O -2.0612 1.0744 -1.7268 -0.05 0.03 0.13 -0.597
C 0.2835 1.2701 -1.7687 0.00 -0.31 -0.42 -0.319
C 1.4016 2.0854 -1.5036 0.11 -0.26 -0.18 0.094
C 2.6418 1.7205 -1.9833 0.18 -0.03 0.01 -0.314
C 2.8147 0.5529 -2.7274 -0.62 -0.01 0.04 0.373
C 1.7111 -0.2083 -3.0702 0.03 -0.10 -0.09 -0.381
C 0.4413 0.1615 -2.6415 0.20 0.29 0.16 0.423
O -0.5864 -0.5851 -3.0557 -0.13 -0.15 0.01 -0.661
H -1.4234 -0.1743 -2.7414 0.24 0.06 -0.07 0.513
H 1.8026 -1.0839 -3.6956 0.02 -0.11 -0.08 0.221
O 4.0627 0.2338 -3.1309 0.18 -0.03 -0.04 -0.650
H 4.0479 -0.5856 -3.6415 -0.05 0.11 0.08 0.485
H 3.5052 2.3385 -1.7963 0.11 0.13 0.01 0.221
C 1.2894 3.4108 -0.8062 0.06 -0.01 0.11 -0.645
H 0.2760 3.7996 -0.8337 -0.03 0.10 0.05 0.215
H 1.6176 3.3364 0.2305 -0.04 0.05 0.09 0.226
H 1.9447 4.1273 -1.2977 -0.02 0.05 0.00 0.232
H -1.8420 2.6202 0.4336 0.06 0.00 0.03 0.252
H -3.7644 0.5437 0.9486 -0.15 0.15 -0.11 0.236
H -3.4186 -1.7898 2.2853 -0.11 -0.18 0.10 0.239
```
Positions in Å, forces in eV/Å.

Calculated values
**E**: -28066.95594 eV
**Relative energy (zero: lowest compared OMol25 entry of this formula, charge and spin)**: 17.43 kcal/mol
**Structure (SMILES)**: COC(=O)c1ccc(CC(=O)c2c(C)cc(O)cc2O)o1
**HOMO**: -8.6 eV
**Frontier orbital gap**: 8.873 eV
**LUMO energy**: 0.23 eV

# C15H15BF2N5O2SSn

A molecular structure, C15H15BF2N5O2SSn in a non-equilibrium geometry (the ωB97M-V functional and the def2-TZVPD basis, OMol25).

```
42
Properties=species:S:1:pos:R:3:forces:R:3:nbo_charge:R:1
Sn 0.0928 0.4153 0.8791 0.09 -0.88 -0.03 1.359
O 4.9077 -2.8991 -3.2810 0.10 -0.07 -0.03 -0.339
N 3.8161 -3.4096 -3.3764 -0.19 0.07 0.06 0.535
O 3.5238 -4.3831 -4.0135 0.07 -0.02 -0.04 -0.287
C 2.6972 -2.7705 -2.6045 -0.02 -0.05 -0.04 0.085
C 1.5161 -3.4144 -2.6445 -0.10 -0.04 -0.02 -0.123
C 0.3901 -2.9297 -1.9063 0.00 -0.10 -0.04 -0.057
C -0.8784 -3.5430 -1.9371 0.00 0.02 0.04 -0.013
C -1.8991 -3.0326 -1.1648 0.02 0.02 0.00 -0.223
C -1.6488 -1.9260 -0.3601 0.02 -0.08 -0.03 0.115
N -0.4552 -1.3275 -0.3382 -0.36 0.50 0.48 -0.566
C 0.5505 -1.8023 -1.1094 -0.06 -0.07 -0.04 0.155
C 1.7855 -1.0924 -1.1127 0.23 -0.03 -0.11 0.232
N 1.8452 0.0507 -0.3812 -0.44 0.72 0.60 -0.587
C 2.9491 0.8023 -0.3802 0.10 -0.03 -0.05 0.115
C 4.0691 0.4267 -1.1079 -0.08 0.00 0.02 -0.220
C 4.0457 -0.7417 -1.8362 0.03 0.04 0.02 -0.016
C 2.8770 -1.5439 -1.8628 0.18 0.03 -0.02 -0.075
H 1.4239 -4.3175 -3.2345 0.03 0.00 -0.02 0.299
H -1.0417 -4.4073 -2.5704 0.00 -0.01 0.03 0.275
H -2.8855 -3.4748 -1.1664 0.01 -0.02 0.01 0.283
H -2.4211 -1.5185 0.2798 -0.01 0.01 -0.01 0.226
H 2.9400 1.7165 0.1999 0.00 -0.02 0.03 0.235
H 4.9467 1.0578 -1.0926 0.01 -0.02 -0.01 0.286
H 4.9156 -1.0569 -2.3920 -0.03 0.05 0.00 0.303
F 1.2300 -0.4532 3.8723 0.07 -0.16 -0.12 -0.423
B 0.2142 0.0363 3.2786 -0.10 0.52 -0.71 1.164
F -0.8670 0.5483 3.7731 -0.08 -0.10 0.17 -0.459
C -4.7347 2.5787 2.3003 -0.10 0.11 0.08 -0.458
N -3.6634 2.1622 1.3861 -0.16 0.02 0.05 -0.515
C -2.4646 2.7076 1.3635 0.18 -0.12 0.11 0.398
S -1.3824 2.1741 0.0389 0.36 -0.22 -0.29 -0.112
N -2.1270 3.6740 2.1809 0.06 0.08 0.06 -0.515
C -0.8451 4.3786 2.3026 0.10 0.07 0.07 -0.428
H -5.6081 1.9629 2.1118 0.02 -0.03 -0.03 0.270
H -5.0135 3.6213 2.1334 0.04 0.00 -0.05 0.241
H -4.4317 2.4364 3.3382 0.05 -0.03 -0.02 0.234
H -3.9170 1.5507 0.6250 0.09 -0.02 -0.01 0.439
H -2.8598 4.0284 2.7869 -0.02 -0.07 0.02 0.444
H -0.2266 4.2118 1.4272 -0.06 -0.02 -0.05 0.226
H -0.3236 4.0591 3.2039 -0.03 -0.06 0.00 0.231
H -1.0418 5.4442 2.3913 -0.05 0.00 -0.06 0.267
```
Positions in Å, forces in eV/Å.

Calculated values
**E**: -50095.68097 eV
**Relative energy (zero: lowest compared OMol25 entry of this formula, charge and spin)**: 6.91 kcal/mol
**Net charge**: +3
**HOMO**: -18.7 eV
**Frontier orbital gap**: 7.661 eV
**LUMO energy**: -11.07 eV